(1)
Below is 3 unconnected molecules or ions with the total composition C14H35N3O2P at a distorted geometry, with properties calculated with ωB97M-V/def2-TZVPD.

Each line ends with the natural charge from an NBO analysis.
Positions of all 55 atoms, in Å:
N (2.15514, 0.31239, -1.76383)  -0.86
C (1.58921, 1.02261, -2.92249)  -0.51
P (1.79769, 0.24644, -4.58905)  0.29
C (3.64239, -0.25044, -4.51502)  0.59
O (3.90456, -1.19935, -5.26171)  -0.75
O (4.36168, 0.51568, -3.82222)  -0.78
H (1.45650, -0.33233, -1.40461)  0.34
H (2.95647, -0.23652, -2.06500)  0.38
H (1.97422, 2.05040, -2.94264)  0.20
H (0.49621, 1.08464, -2.77115)  0.18
H (1.27449, -1.00300, -4.18106)  -0.07
C (-2.88427, -0.44309, -1.17419)  -0.62
C (-2.25007, -1.70380, -1.74005)  -0.22
N (-1.22001, -2.24386, -0.86947)  -0.45
C (-0.35323, -3.21282, -1.51669)  -0.21
C (-0.97567, -4.53584, -1.97848)  -0.63
C (-1.63228, -2.54515, 0.48848)  -0.21
C (-2.79479, -3.52911, 0.68115)  -0.64
H (-2.09503, 0.26311, -0.90960)  0.22
H (-3.52728, 0.02316, -1.92195)  0.21
H (-3.49279, -0.63069, -0.28818)  0.19
H (-1.75479, -1.45347, -2.68202)  0.21
H (-3.04187, -2.42980, -1.99177)  0.15
H (0.47382, -3.42290, -0.83308)  0.19
H (0.09096, -2.71485, -2.38315)  0.21
H (-1.21287, -5.19557, -1.14307)  0.19
H (-0.27147, -5.06199, -2.62526)  0.22
H (-1.88910, -4.37147, -2.55256)  0.20
H (-1.89455, -1.60455, 0.97950)  0.19
H (-0.74897, -2.91451, 1.01576)  0.20
H (-3.63241, -3.29068, 0.02316)  0.20
H (-3.15845, -3.47184, 1.70935)  0.20
H (-2.50254, -4.56132, 0.49048)  0.20
C (2.49371, 2.19691, 4.18517)  -0.62
C (1.92783, 2.07712, 2.77802)  -0.22
N (0.49134, 1.85217, 2.76382)  -0.45
C (-0.00831, 1.42581, 1.46629)  -0.21
C (0.10314, 2.38906, 0.28404)  -0.64
C (-0.30539, 2.84376, 3.46200)  -0.21
C (-0.16350, 4.31126, 3.03358)  -0.64
H (2.19966, 1.33769, 4.79048)  0.21
H (3.58309, 2.23282, 4.14116)  0.21
H (2.15687, 3.10317, 4.69123)  0.19
H (2.38363, 1.21972, 2.27761)  0.21
H (2.23336, 2.96027, 2.19524)  0.16
H (-1.05525, 1.13030, 1.59395)  0.18
H (0.53140, 0.51212, 1.20039)  0.20
H (-0.61217, 3.21141, 0.34629)  0.19
H (-0.10006, 1.84552, -0.63904)  0.22
H (1.10622, 2.80363, 0.18770)  0.22
H (-0.07251, 2.77659, 4.52835)  0.18
H (-1.35069, 2.53685, 3.36720)  0.19
H (0.88466, 4.59825, 2.93596)  0.20
H (-0.61370, 4.96073, 3.78782)  0.20
H (-0.65423, 4.51538, 2.08313)  0.21

Summary:
HOMO: -3.9 eV
frontier orbital gap: 0.2393 Eh
net charge: -1

=====

(2)
Below is a molecular structure, C23H23BrIrN3OS at a distorted geometry, with properties calculated with ωB97M-V/def2-TZVPD.

Each line ends with the Mulliken spin population.
Positions of all 53 atoms, in Å:
Ir (-0.49491, 0.96277, -0.51970)  1.07
O (-5.14474, 1.03790, -4.45521)  0.00
C (-4.07189, 0.93892, -3.71046)  0.01
C (-2.92701, 0.19758, -4.04981)  0.00
C (-1.86440, 0.17445, -3.18935)  -0.01
N (-1.87514, 0.84049, -2.01090)  0.04
C (-2.98856, 1.53746, -1.70644)  0.01
Br (-2.84074, 2.36740, -0.01443)  0.05
C (-4.09447, 1.63633, -2.48599)  0.00
H (-5.09827, 0.53810, -5.28509)  0.00
H (-2.86836, -0.34342, -4.98484)  0.00
H (-0.96497, -0.37666, -3.42425)  0.00
H (-4.95866, 2.22079, -2.20259)  0.00
S (1.00283, 2.56321, 0.13612)  0.12
C (2.07710, 2.18729, 1.48485)  0.01
N (2.60099, 3.21786, 2.10979)  0.02
C (3.48257, 3.10258, 3.29177)  0.00
C (3.24692, 1.76001, 3.95828)  0.00
C (3.33018, 0.65103, 2.92574)  0.00
N (2.38590, 0.95093, 1.83136)  0.00
H (2.38074, 4.14293, 1.76787)  0.00
H (3.23901, 3.92520, 3.96043)  0.00
H (4.51815, 3.22145, 2.97201)  0.00
H (2.26394, 1.74913, 4.43395)  0.00
H (3.99183, 1.60289, 4.73569)  0.00
H (3.05695, -0.31392, 3.34665)  0.00
H (4.33771, 0.57218, 2.51444)  0.00
H (2.00853, 0.19820, 1.27922)  0.00
C (-3.01216, -1.41587, 3.55255)  -0.04
C (-2.99064, -2.60678, 2.82175)  0.01
C (-2.15059, -2.71795, 1.74511)  -0.03
C (-1.31996, -1.61975, 1.34896)  -0.02
C (-1.30072, -0.45166, 2.17660)  0.01
C (-2.15196, -0.34724, 3.24131)  0.00
C (-0.61012, -1.77935, 0.16749)  -0.02
C (0.08334, -0.82758, -0.65529)  0.03
C (0.99076, -1.25820, -1.68730)  -0.15
C (1.63804, -0.31819, -2.52608)  0.00
C (2.49504, -0.72325, -3.52131)  0.01
C (2.75730, -2.08536, -3.69991)  -0.08
C (2.16897, -3.03376, -2.86664)  0.02
C (1.30426, -2.63296, -1.87414)  -0.06
H (-3.68238, -1.32351, 4.39876)  0.00
H (-3.63163, -3.43029, 3.10464)  0.00
H (-2.13325, -3.63046, 1.16168)  0.00
H (-0.56411, 0.32506, 2.00312)  -0.03
H (-2.14794, 0.53258, 3.86995)  0.00
H (-0.62873, -2.79466, -0.21862)  0.01
H (1.47407, 0.74424, -2.38200)  0.01
H (2.97784, 0.00686, -4.15598)  0.00
H (3.43433, -2.40263, -4.48255)  0.00
H (2.39433, -4.08311, -2.99819)  0.00
H (0.87469, -3.38925, -1.23304)  0.00

Summary:
ΔE to the lowest compared entry with this formula, charge and spin: 1.357 eV
HOMO (spin up / spin down): -17.6 / -17.2 eV
⟨S²⟩: 0.9613
frontier orbital gap (spin up / spin down): 0.2091 / 0.2014 Eh
spin multiplicity: 2
net charge: +3

=====

Number 1: calculated total energy -32940.72501 eV. Number 2: calculated total energy -114430.90947 eV.